No. 1
The following is a DFT calculation (ωB97M-V/def2-TZVPD) of a molecular structure, C13H30CuN2O7 at a distorted geometry.

Geometry as XYZ:
```
53
C13H30CuN2O7 | OMol25 | ωB97M-V/def2-TZVPD
Cu 1.67067 1.19625 1.70313
C 3.82518 3.53365 5.16059
O 4.57972 2.75968 4.56230
O 2.62876 3.11780 5.23191
O 4.27012 3.50117 6.29123
C -6.29610 0.57903 -0.40171
O -5.91691 1.20581 0.84584
C -5.02246 0.37417 1.64074
C -3.52378 0.54780 1.28759
N -2.55713 -0.16112 2.11289
C -2.64851 -1.59132 1.84373
C -1.46512 -2.45532 2.46375
O -0.27969 -1.98347 1.84479
C 0.81296 -2.31148 2.65149
H -6.78032 1.29669 -1.06399
H -6.96061 -0.27413 -0.26519
H -5.43667 0.14188 -0.91001
H -5.42006 -0.63867 1.70532
H -5.12586 0.78261 2.64602
H -3.34956 1.59919 1.51633
H -3.34709 0.25227 0.25339
H -2.65068 0.11661 3.07944
H -2.71495 -1.86629 0.79108
H -3.51640 -1.81335 2.46467
H -1.71413 -3.50804 2.32996
H -1.51522 -2.31132 3.54303
H 1.09252 -3.30832 2.31056
H 0.64952 -2.23139 3.72619
H 1.63584 -1.75278 2.20559
C 2.83771 -3.94161 -3.87007
O 3.36572 -3.40843 -2.64096
C 3.71876 -2.02073 -2.63115
C 2.52507 -1.07224 -3.01349
N 2.50249 0.29413 -2.42742
C 1.43227 1.22422 -2.86669
C 1.57122 2.69209 -2.43757
O 1.66800 2.81998 -1.01989
C 1.63359 4.14702 -0.52353
H 3.61912 -3.87001 -4.62662
H 1.95622 -3.31725 -4.01589
H 2.39697 -4.93853 -3.87130
H 4.48768 -1.96883 -3.40198
H 4.11545 -1.78897 -1.64271
H 1.54952 -1.53814 -2.87448
H 2.41726 -0.95774 -4.09209
H 3.37409 0.79969 -2.49682
H 0.45741 0.99468 -2.43652
H 1.33595 1.22474 -3.95243
H 0.81634 3.33081 -2.89616
H 2.54406 3.07002 -2.75197
H 2.62323 4.60203 -0.56469
H 1.31672 4.17897 0.51891
H 0.81092 4.64644 -1.03529
```

Summary:
Strongest force on any atom in eV/A: 9.391
Energy above the lowest of the compared OMol25 structures with the same formula, charge and spin in kJ/mol: 878.7
Total charge: -1
E_HOMO in eV: -1.57


No. 2
The following is a DFT calculation (ωB97M-V/def2-TZVPD) of a molecular structure, C13H31Br3O8P2 at a distorted geometry.

Geometry as XYZ:
```
57
C13H31Br3O8P2 | OMol25 | ωB97M-V/def2-TZVPD
C -1.26115 -1.37101 2.17455
Br 0.34042 -1.91781 1.23580
Br -2.27422 -0.03407 1.15028
Br -0.93307 -0.84026 4.01298
H -1.82915 -2.30131 2.17883
C -9.67336 3.19857 0.53918
C -8.62642 3.45822 -0.52318
O -7.40213 4.00517 -0.04796
P -5.94816 3.27894 -0.28778
O -5.78314 2.58065 -1.60140
O -4.98389 4.56149 -0.15397
C -4.87545 5.38619 -1.29474
C -5.59577 6.71248 -1.07181
O -5.59112 2.34219 1.01098
C -5.42150 2.76071 2.31416
C -5.30039 1.43761 3.13989
H -9.50466 2.32660 1.17108
H -9.63629 4.07333 1.18842
H -10.67529 3.03483 0.14243
H -8.44840 2.54476 -1.09062
H -8.95967 4.13774 -1.30761
H -3.80321 5.54340 -1.41169
H -5.27304 4.89483 -2.18276
H -5.58290 7.36422 -1.94540
H -6.61859 6.58765 -0.71634
H -5.11583 7.32165 -0.30587
H -4.55572 3.42141 2.35880
H -6.30840 3.28601 2.66853
H -4.36371 0.90471 2.97630
H -5.43092 1.59400 4.21069
H -6.08423 0.71093 2.92632
C 10.18812 -1.90614 -2.43754
C 9.18250 -2.08010 -1.26258
O 8.40853 -3.25878 -1.37433
P 6.82707 -3.10581 -1.66103
O 6.57696 -2.02075 -2.62470
O 6.13332 -2.89580 -0.16434
C 4.71742 -2.70209 -0.21065
C 4.21423 -2.80078 1.23333
O 6.39686 -4.67095 -2.07434
C 6.69515 -5.79706 -1.24072
C 5.49027 -6.19706 -0.41894
H 11.09098 -1.31889 -2.26998
H 10.64587 -2.86666 -2.67412
H 9.72211 -1.46397 -3.31812
H 9.67940 -2.11336 -0.29300
H 8.57185 -1.18138 -1.17586
H 4.53865 -1.64931 -0.42922
H 4.18231 -3.34748 -0.90723
H 3.16314 -2.56741 1.40317
H 4.23156 -3.84905 1.53156
H 4.77725 -2.21496 1.95993
H 6.96560 -6.62464 -1.89650
H 7.45340 -5.58084 -0.48811
H 5.34426 -5.36491 0.26977
H 4.59051 -6.29637 -1.02612
H 5.73202 -7.12928 0.09157
```

Summary:
Strongest force on any atom in eV/A: 4.153
Energy above the lowest of the compared OMol25 structures with the same formula, charge and spin in kJ/mol: 149.2
E_HOMO in eV: -10.41